{"formula": "C52H123Br12N2O30P7", "method": "ωB97M-V/def2-TZVPD", "orbital_gap_ev": 8.856, "max_force_ev_per_a": 2.5, "e_homo_ev": -9.4, "multiplicity": 1, "de_lowest_kj_mol": 0.0, "total_energy_ev": -1025874.60415, "symbols": ["C", "O", "N", "C", "C", "H", "H", "H", "H", "H", "H", "H", "C", "O", "N", "C", "C", "H", "H", "H", "H", "H", "H", "H", "C", "Br", "Br", "Br", "H", "C", "Br", "Br", "Br", "H", "C", "Br", "Br", "Br", "H", "C", "Br", "Br", "Br", "H", "C", "C", "O", "P", "O", "O", "C", "C", "O", "C", "C", "H", "H", "H", "H", "H", "H", "H", "H", "H", "H", "H", "H", "H", "H", "H", "C", "C", "O", "P", "O", "O", "C", "C", "O", "C", "C", "H", "H", "H", "H", "H", "H", "H", "H", "H", "H", "H", "H", "H", "H", "H", "C", "C", "O", "P", "O", "O", "C", "C", "O", "C", "C", "H", "H", "H", "H", "H", "H", "H", "H", "H", "H", "H", "H", "H", "H", "H", "C", "C", "O", "P", "O", "O", "C", "C", "O", "C", "C", "H", "H", "H", "H", "H", "H", "H", "H", "H", "H", "H", "H", "H", "H", "H", "C", "C", "O", "P", "O", "O", "C", "C", "O", "C", "C", "H", "H", "H", "H", "H", "H", "H", "H", "H", "H", "H", "H", "H", "H", "H", "C", "C", "O", "P", "O", "O", "C", "C", "O", "C", "C", "H", "H", "H", "H", "H", "H", "H", "H", "H", "H", "H", "H", "H", "H", "H", "C", "C", "O", "P", "O", "O", "C", "C", "O", "C", "C", "H", "H", "H", "H", "H", "H", "H", "H", "H", "H", "H", "H", "H", "H", "H"], "positions_angstrom": [[-9.693, -18.648, -17.717], [-8.785, -18.128, -18.340], [-9.940, -19.967, -17.652], [-11.021, -20.532, -16.890], [-9.066, -20.953, -18.268], [-10.439, -18.094, -17.125], [-10.639, -20.985, -15.966], [-11.584, -21.323, -17.389], [-11.737, -19.792, -16.528], [-8.665, -21.706, -17.587], [-9.691, -21.496, -18.983], [-8.275, -20.390, -18.758], [-13.398, -21.069, -13.433], [-13.233, -20.238, -14.309], [-12.558, -21.196, -12.373], [-12.949, -22.117, -11.324], [-11.372, -20.387, -12.280], [-14.225, -21.786, -13.438], [-13.865, -22.630, -11.614], [-13.163, -21.583, -10.396], [-12.224, -22.907, -11.120], [-11.335, -19.760, -13.167], [-11.349, -19.826, -11.344], [-10.448, -20.973, -12.295], [-7.116, -13.268, -16.598], [-6.872, -14.920, -15.569], [-8.914, -12.605, -16.348], [-6.869, -13.653, -18.516], [-6.417, -12.506, -16.283], [-9.484, -15.211, -23.958], [-8.997, -16.932, -24.692], [-11.385, -15.324, -23.402], [-9.194, -13.799, -25.294], [-8.871, -15.009, -23.091], [-17.192, -16.327, -15.362], [-18.239, -16.401, -13.697], [-16.605, -14.517, -15.734], [-18.076, -17.218, -16.876], [-16.331, -16.958, -15.184], [-10.886, -15.785, -13.062], [-12.829, -15.703, -13.344], [-10.094, -14.076, -13.389], [-10.054, -17.214, -14.115], [-10.662, -16.054, -12.039], [-21.484, -20.991, -16.052], [-20.682, -22.096, -16.774], [-19.356, -22.162, -16.254], [-18.425, -23.469, -16.438], [-18.586, -24.138, -17.737], [-16.933, -22.969, -16.268], [-16.417, -22.397, -15.071], [-16.526, -20.878, -15.101], [-18.739, -24.291, -15.090], [-20.027, -24.948, -15.020], [-19.736, -26.204, -14.180], [-21.070, -20.015, -16.303], [-22.484, -20.972, -16.484], [-21.437, -21.229, -14.992], [-21.194, -23.034, -16.562], [-20.630, -21.836, -17.832], [-16.903, -22.813, -14.186], [-15.355, -22.640, -15.014], [-16.221, -20.475, -14.130], [-15.917, -20.392, -15.861], [-17.548, -20.505, -15.196], [-20.714, -24.288, -14.488], [-20.375, -25.193, -16.022], [-19.226, -25.980, -13.243], [-20.635, -26.721, -13.835], [-19.110, -26.861, -14.780], [-8.358, -20.273, -21.256], [-8.628, -20.365, -22.722], [-9.460, -21.503, -23.036], [-9.702, -21.873, -24.572], [-8.440, -22.114, -25.297], [-10.680, -23.125, -24.456], [-10.161, -24.381, -24.889], [-11.167, -25.502, -24.656], [-10.607, -20.655, -25.081], [-12.002, -20.599, -24.770], [-12.530, -19.195, -24.947], [-7.786, -21.117, -20.868], [-7.894, -19.304, -21.089], [-9.282, -20.327, -20.671], [-9.128, -19.495, -23.153], [-7.674, -20.491, -23.235], [-9.968, -24.341, -25.963], [-9.226, -24.670, -24.408], [-10.834, -26.426, -25.123], [-11.219, -25.672, -23.578], [-12.163, -25.212, -24.988], [-12.492, -21.328, -25.423], [-12.156, -20.935, -23.739], [-12.271, -18.546, -24.100], [-12.243, -18.657, -25.848], [-13.612, -19.166, -24.789], [-11.784, -19.233, -20.598], [-13.005, -18.478, -21.116], [-13.635, -19.444, -22.016], [-15.219, -19.425, -22.211], [-15.701, -19.999, -23.482], [-15.512, -17.857, -22.023], [-16.824, -17.308, -21.952], [-16.741, -16.413, -20.714], [-15.751, -20.117, -20.893], [-17.002, -20.827, -20.787], [-17.356, -21.053, -19.352], [-12.054, -20.069, -19.958], [-11.064, -19.448, -21.384], [-11.289, -18.495, -19.949], [-13.720, -18.223, -20.332], [-12.780, -17.539, -21.618], [-17.079, -16.789, -22.877], [-17.591, -18.068, -21.771], [-17.656, -15.834, -20.570], [-16.478, -17.031, -19.854], [-15.926, -15.693, -20.785], [-17.795, -20.384, -21.390], [-16.763, -21.787, -21.254], [-17.464, -20.133, -18.767], [-18.313, -21.572, -19.279], [-16.642, -21.630, -18.763], [-6.410, -13.179, -22.313], [-5.370, -14.299, -22.264], [-6.065, -15.508, -22.581], [-5.209, -16.871, -22.647], [-5.856, -18.094, -23.101], [-3.906, -16.440, -23.447], [-2.839, -17.396, -23.644], [-2.079, -16.909, -24.858], [-4.670, -16.935, -21.147], [-5.536, -17.135, -20.035], [-4.976, -16.529, -18.785], [-7.309, -13.417, -21.743], [-5.985, -12.259, -21.906], [-6.671, -12.966, -23.350], [-4.560, -14.049, -22.948], [-4.965, -14.392, -21.253], [-2.181, -17.361, -22.777], [-3.157, -18.415, -23.859], [-2.724, -16.622, -25.687], [-1.473, -16.027, -24.639], [-1.399, -17.694, -25.196], [-6.447, -16.565, -20.256], [-5.812, -18.181, -19.891], [-5.758, -16.610, -18.029], [-4.074, -17.004, -18.399], [-4.784, -15.478, -18.996], [-12.374, -7.620, -16.457], [-12.436, -8.921, -17.268], [-12.714, -8.597, -18.634], [-12.758, -9.776, -19.724], [-13.899, -10.712, -19.618], [-12.735, -9.038, -21.136], [-13.635, -7.936, -21.383], [-12.826, -6.743, -21.831], [-11.303, -10.371, -19.649], [-10.898, -11.590, -20.301], [-10.561, -11.328, -21.782], [-11.547, -6.966, -16.716], [-13.319, -7.077, -16.449], [-12.227, -7.992, -15.438], [-11.455, -9.376, -17.106], [-13.217, -9.606, -16.939], [-14.382, -8.240, -22.119], [-14.170, -7.663, -20.470], [-13.513, -6.012, -22.253], [-12.249, -6.487, -20.940], [-12.083, -6.991, -22.590], [-9.899, -11.754, -19.892], [-11.538, -12.453, -20.134], [-11.416, -11.423, -22.452], [-10.187, -10.312, -21.909], [-9.763, -11.997, -22.108], [-9.415, -16.054, -20.486], [-9.649, -15.579, -19.064], [-10.832, -16.152, -18.503], [-12.264, -15.493, -18.718], [-12.597, -14.935, -20.023], [-13.265, -16.643, -18.250], [-13.284, -17.184, -16.921], [-13.981, -18.544, -17.081], [-12.311, -14.453, -17.488], [-13.282, -13.391, -17.566], [-13.157, -12.576, -16.292], [-8.479, -15.799, -20.982], [-9.426, -17.145, -20.408], [-10.278, -15.697, -21.058], [-8.863, -15.927, -18.387], [-9.513, -14.509, -18.879], [-12.276, -17.321, -16.534], [-13.877, -16.539, -16.273], [-14.854, -18.585, -17.731], [-13.250, -19.214, -17.540], [-14.270, -18.932, -16.100], [-13.160, -12.818, -18.483], [-14.272, -13.857, -17.595], [-13.081, -13.210, -15.405], [-12.196, -12.053, -16.244], [-13.976, -11.870, -16.178], [-18.243, -8.896, -21.504], [-17.328, -10.072, -21.260], [-17.334, -10.591, -19.956], [-18.314, -11.784, -19.521], [-19.679, -11.581, -20.027], [-18.184, -11.838, -17.926], [-18.132, -10.659, -17.143], [-16.833, -10.564, -16.339], [-17.529, -13.090, -20.052], [-16.130, -13.185, -19.699], [-15.321, -13.055, -20.979], [-19.279, -9.232, -21.415], [-18.095, -8.238, -20.639], [-18.094, -8.366, -22.439], [-17.563, -10.855, -21.994], [-16.300, -9.790, -21.511], [-18.181, -9.794, -17.811], [-18.967, -10.537, -16.452], [-15.950, -10.567, -16.986], [-16.729, -9.591, -15.859], [-16.836, -11.417, -15.660], [-15.849, -12.356, -19.043], [-15.943, -14.088, -19.116], [-15.670, -13.713, -21.773], [-15.368, -12.030, -21.349], [-14.254, -13.154, -20.786]], "mulliken_charge": [0.751, -0.708, 0.632, -0.728, -1.171, -0.330, 0.356, 0.399, -0.169, 0.400, 0.359, 0.177, 0.585, -0.327, 0.186, -0.965, -0.670, -0.390, 0.272, 0.323, 0.326, -0.037, 0.336, 0.311, -0.571, -0.071, -0.031, 0.008, 0.575, 0.733, -0.004, 0.017, -0.081, -0.797, -0.146, -0.058, 0.131, -0.010, 0.005, -0.400, -0.056, -0.020, -0.049, 0.423, -1.281, -0.049, -0.061, 0.838, -0.783, -0.249, -0.330, -0.458, -0.357, -0.143, -1.380, 0.240, 0.414, 0.326, 0.322, 0.217, 0.279, 0.256, 0.492, -0.103, 0.291, 0.221, 0.412, 0.313, 0.414, 0.324, -0.130, -0.321, -0.181, 0.591, -0.805, -0.266, -0.223, -1.268, -0.204, 0.097, -0.816, 0.659, -0.111, -0.334, -0.042, 0.617, 0.301, 0.308, 0.382, 0.309, 0.312, 0.282, 0.258, -0.136, 0.421, 0.302, 0.370, 0.281, -0.167, 0.206, -0.890, 0.124, -0.501, 0.094, 0.087, -0.632, -0.817, 0.395, -0.419, -0.482, 0.246, -0.090, 0.329, 0.176, 0.618, -0.185, -0.512, 0.381, 0.257, 0.158, 0.386, 0.272, -0.891, -0.020, 0.335, 0.471, -0.523, -0.300, -0.222, -1.298, -0.417, 1.089, -1.256, -0.099, 0.430, 0.332, 0.232, 0.196, 0.246, 0.315, 0.334, 0.320, 0.370, -0.652, 0.278, 0.159, 0.364, 0.270, -1.480, 0.609, -0.228, -0.544, 0.721, -0.138, -0.155, -1.387, -0.359, 0.708, -1.151, 0.360, 0.340, 0.422, 0.091, -0.112, 0.330, 0.342, 0.404, 0.302, 0.284, 0.035, -0.196, 0.272, 0.389, 0.129, 2.735, -0.402, 0.237, -0.432, -0.933, 1.148, 1.620, -0.865, 0.299, 1.781, -0.839, -0.880, -0.674, -0.612, 0.226, -0.240, -0.685, -0.112, 0.394, -0.376, 0.024, -0.449, -0.786, 0.123, 0.025, 0.027, -1.530, 0.000, 0.243, 0.593, -0.859, -0.093, -0.226, -0.552, -0.356, 0.662, -1.006, 0.343, 0.321, 0.416, 0.385, -0.039, 0.187, 0.369, -0.081, 0.443, 0.097, 0.139, 0.305, 0.563, -0.023, -0.076]}